Entry 1:
A molecular structure, C38H44N3O9PPt, computed with ωB97M-V with the def2-TZVPD basis set.

```
96
Properties=species:S:1:pos:R:3:forces:R:3
Pt 2.3327 -1.6097 0.3948 0.0 0.0 -0.1
C 0.2737 0.3926 3.7397 0.0 0.0 0.0
O 1.4902 0.4372 4.5010 0.0 0.0 0.0
C 2.6160 0.8094 3.8174 0.0 0.0 0.0
C 3.4214 1.7673 4.3769 0.0 0.0 0.0
C 4.6031 2.1795 3.7433 0.0 0.0 0.0
C 4.9264 1.6278 2.5324 0.0 0.0 0.0
C 4.1279 0.6367 1.9281 0.0 0.0 0.0
C 4.5608 0.1819 0.6353 0.0 0.0 0.0
N 3.9711 -0.7077 -0.0771 0.0 0.0 0.0
N 4.5045 -1.0192 -1.3242 0.0 0.0 0.0
C 3.7221 -1.8618 -1.9343 0.0 0.0 0.0
O 2.6299 -2.3623 -1.4570 0.0 0.0 0.0
C 4.1081 -2.2975 -3.3058 0.0 0.0 0.0
C 5.2687 -1.8324 -3.9195 0.0 0.0 0.0
C 5.6021 -2.2593 -5.1952 0.0 0.0 0.0
C 4.7805 -3.1528 -5.8730 0.0 0.0 0.0
C 3.6202 -3.6128 -5.2662 0.0 0.0 0.0
C 3.2853 -3.1866 -3.9888 0.0 0.0 0.0
C 2.9570 0.1738 2.5824 0.0 0.0 0.0
O 2.1652 -0.7726 2.1796 0.0 0.0 0.0
H -0.5065 0.8071 4.3823 0.0 0.0 0.0
H 0.0359 -0.6339 3.4691 0.0 0.0 0.0
H 0.3512 0.9831 2.8250 0.0 0.0 0.0
H 3.1037 2.2058 5.3157 0.0 0.0 0.0
H 5.2229 2.9487 4.1866 0.0 0.0 0.0
H 5.8076 1.9653 1.9980 0.0 0.0 0.0
H 5.4490 0.6314 0.2016 0.0 0.0 0.0
H 5.8933 -1.1343 -3.3791 0.0 0.0 0.0
H 6.5060 -1.8912 -5.6663 0.0 0.0 0.0
H 5.0428 -3.4841 -6.8711 0.0 0.0 0.0
H 2.9704 -4.3047 -5.7889 0.0 0.0 0.0
H 2.3825 -3.5230 -3.4983 0.0 0.0 0.0
C -3.7113 -1.7317 -0.2000 0.0 0.0 0.0
C -2.2053 -1.6776 0.0311 0.0 0.0 0.0
C -1.4869 -1.3101 -1.2627 0.0 0.0 0.0
C -1.8768 -0.6792 1.1338 0.0 0.0 0.0
O -1.8785 -3.0192 0.4661 0.0 0.0 0.0
P -0.3988 -3.6505 0.5758 -0.1 0.1 -0.1
O -0.4795 -4.8097 1.4872 0.0 0.0 0.0
O 0.5377 -2.5024 0.8328 0.1 -0.1 0.1
O -0.0696 -4.1123 -0.9432 0.1 0.0 0.0
C -0.5054 -5.3450 -1.5251 0.0 0.0 0.0
C -0.0907 -5.2378 -2.9882 0.0 0.0 0.0
C 0.2021 -6.5327 -0.8772 0.1 0.0 0.0
C -2.0202 -5.4903 -1.4132 0.0 0.0 0.0
H -4.0844 -0.7480 -0.4931 0.0 0.0 0.0
H -4.2167 -2.0386 0.7175 0.0 0.0 0.0
H -3.9476 -2.4545 -0.9843 0.0 0.0 0.0
H -1.8359 -0.3310 -1.5998 0.0 0.0 0.0
H -1.6951 -2.0483 -2.0411 0.0 0.0 0.0
H -0.4102 -1.2464 -1.1125 0.0 0.0 0.0
H -2.3284 0.2880 0.9002 0.0 0.0 0.0
H -0.8020 -0.5425 1.2283 0.0 0.0 0.0
H -2.2874 -1.0333 2.0823 0.0 0.0 0.0
H 0.9941 -5.1499 -3.0524 0.0 0.0 0.0
H -0.5369 -4.3519 -3.4431 0.0 0.0 0.0
H -0.4073 -6.1246 -3.5428 0.0 0.0 0.0
H 1.2814 -6.3719 -0.9115 0.0 0.0 0.0
H -0.0337 -7.4466 -1.4303 0.0 0.0 0.0
H -0.0968 -6.6308 0.1641 0.0 0.0 0.0
H -2.5181 -4.6400 -1.8833 0.0 0.0 0.0
H -2.3241 -5.5251 -0.3670 0.0 0.0 0.0
H -2.3425 -6.4101 -1.9091 0.0 0.0 0.0
C -5.9709 4.3724 2.5717 0.0 0.0 0.0
C -5.1458 3.6785 1.5191 0.0 0.0 0.0
C -5.7778 2.9509 0.5178 0.0 0.0 0.0
C -5.0309 2.2769 -0.4382 0.0 0.0 0.0
C -3.6520 2.3619 -0.4178 0.0 0.0 0.0
C -2.9944 3.1003 0.5708 0.0 0.0 0.0
N -1.5994 3.1204 0.5776 0.0 0.0 0.0
C -0.8117 4.2339 0.3717 0.0 0.0 0.0
C -1.3461 5.5248 0.2528 0.0 0.0 0.0
C -0.5167 6.6196 0.0635 0.0 0.0 0.0
C 0.8577 6.4554 -0.0232 0.0 0.0 0.0
C 1.3831 5.1700 0.0559 0.0 0.0 0.0
C 0.5862 4.0529 0.2420 0.0 0.0 0.0
C 1.2602 2.6651 0.2450 0.0 0.0 0.0
O 2.4898 2.6431 0.1154 0.0 0.1 0.0
O 0.4866 1.6676 0.3652 0.0 0.0 0.0
C -3.7479 3.7394 1.5693 0.0 0.0 0.0
C -3.0577 4.4248 2.7156 0.0 0.0 0.0
H -7.0320 4.3193 2.3257 0.0 0.0 0.0
H -5.6938 5.4245 2.6699 0.0 0.0 0.0
H -5.8312 3.9147 3.5546 0.0 0.0 0.0
H -6.8612 2.9031 0.4970 0.0 0.0 0.0
H -5.5260 1.6950 -1.2066 0.0 0.0 0.0
H -3.0497 1.8626 -1.1670 0.0 0.0 0.0
H -1.0212 2.2570 0.4378 0.0 0.0 0.0
H -2.4199 5.6615 0.2915 0.0 0.0 0.0
H -0.9565 7.6080 -0.0227 0.0 0.0 0.0
H 1.5085 7.3099 -0.1666 0.0 0.0 0.0
H 2.4464 4.9842 -0.0337 0.0 0.0 0.0
H -2.0175 4.1090 2.7696 0.0 0.0 0.0
H -3.5455 4.1820 3.6618 0.0 0.0 0.0
H -3.0633 5.5136 2.6112 0.0 0.0 0.0
```
Positions in Å, forces in eV/Å.

Its charge is -2. The value obtained for the HOMO-LUMO gap is 0.2374 hartree. The energy relative to the best compared isomer or geometry (same formula, charge and spin) comes out at 9.76 kcal per mole. The largest force on an atom is 0.0034 Eh/bohr.

Entry 2:
9 unconnected molecules or ions with the total composition C38H44N4O24S3, computed with ωB97M-V with the def2-TZVPD basis set.

```
113
Properties=species:S:1:pos:R:3:forces:R:3
O 2.0198 1.1116 -2.4226 -0.9 -0.6 -0.7
N 1.3317 0.8012 -3.3949 1.0 -0.5 -0.3
O 1.3715 -0.2942 -3.9602 -0.2 1.0 0.7
C 0.5087 1.8525 -3.9814 0.1 1.2 -0.2
C 0.3542 1.9588 -5.3447 1.0 -1.1 -0.6
C -0.3196 3.0184 -5.9114 -0.4 0.0 0.4
C -0.8333 3.9940 -5.0735 0.3 0.5 -0.5
C -0.5888 3.9709 -3.7067 -0.3 0.3 -0.8
C 0.1240 2.9176 -3.1925 -0.4 -0.5 1.6
H 0.9465 1.2653 -5.9326 -0.6 -0.2 -0.3
H -0.4813 3.0779 -6.9758 0.2 0.0 -0.1
H -1.3015 4.8595 -5.5259 -0.3 -0.1 0.1
H -0.9652 4.8046 -3.1304 0.2 -0.2 0.4
H 0.3198 2.8561 -2.1331 0.1 0.1 0.2
O 4.2950 -6.6618 1.3362 0.7 -0.2 0.4
N 3.5054 -5.9833 0.7281 -0.3 -0.3 -0.3
O 3.7398 -4.9019 0.2258 -0.1 -0.1 0.1
C 2.1583 -6.5574 0.5643 -1.0 1.0 -0.8
C 1.2921 -5.8921 -0.3047 0.1 -0.8 -0.8
C 0.0206 -6.4032 -0.5262 0.5 0.0 0.6
C -0.4190 -7.4578 0.2737 -0.4 0.0 -0.2
C 0.4527 -8.1376 1.1125 0.0 0.2 -0.7
C 1.7748 -7.7184 1.1947 0.5 -0.1 0.8
H 1.6199 -5.1423 -1.0074 0.3 0.4 0.5
H -0.5177 -5.9698 -1.3580 -0.5 0.0 0.3
H -1.4432 -7.8161 0.2434 0.0 0.0 -0.3
H 0.0714 -9.0514 1.5456 0.3 0.1 0.4
H 2.5395 -8.2339 1.7629 -0.2 -0.1 0.1
O -0.6344 -3.1911 -1.5992 -0.1 -0.3 -0.5
N 0.1454 -2.4590 -1.0089 -0.5 -0.4 0.6
O 1.2847 -2.7633 -0.7456 0.4 0.2 -0.2
C -0.3871 -1.2128 -0.5134 -1.0 1.5 0.1
C 0.2929 -0.5157 0.4562 1.2 -1.2 0.1
C -0.1417 0.7181 0.8880 -0.2 0.4 -0.5
C -1.2142 1.3125 0.2310 0.2 -0.3 0.7
C -1.9437 0.5928 -0.7154 0.1 1.0 -0.1
C -1.5626 -0.6844 -1.0435 0.8 -0.7 -1.2
H 1.1904 -1.0451 0.7633 0.0 0.6 0.6
H 0.3674 1.3291 1.6179 0.3 -0.4 0.1
H -1.3832 2.3365 0.5477 -0.6 0.0 -0.4
H -2.6977 1.0865 -1.3175 -0.2 -0.1 0.2
H -1.9861 -1.1933 -1.8988 -0.4 0.0 0.3
O -0.3553 2.6744 6.0068 0.1 0.7 0.3
N -0.0643 2.0639 5.0043 -0.5 -0.3 1.4
O -0.8946 1.5415 4.2966 0.1 -0.2 -1.2
C 1.3485 1.7827 4.8161 0.5 -0.9 -0.5
C 2.3226 2.5736 5.3757 0.4 1.5 0.4
C 3.6813 2.2788 5.2964 -0.9 -0.6 -0.4
C 4.0363 1.1162 4.6190 0.1 0.2 0.6
C 3.0437 0.2707 4.1391 1.1 0.2 -0.3
C 1.7030 0.5890 4.2113 0.3 -0.6 -0.4
H 2.0809 3.5209 5.8404 -0.5 -0.2 0.1
H 4.3636 2.9518 5.7919 0.3 -0.1 -0.2
H 5.0746 0.8196 4.5239 0.0 0.1 0.0
H 3.4260 -0.6099 3.6422 -0.6 -0.2 0.0
H 1.0264 -0.1473 3.7971 -0.5 0.4 0.2
O -2.9977 4.5447 1.3640 -0.1 -0.5 0.1
S -3.7663 4.8234 0.2048 -0.8 0.1 0.7
O -3.2432 5.7799 -0.6996 -0.3 -0.4 -0.7
O -4.2386 3.4523 -0.5275 1.2 0.7 0.1
C -5.3861 2.9911 0.1823 -1.3 -0.1 -0.2
C -6.2156 4.2651 0.1974 1.3 -0.3 -1.4
O -5.2641 5.2406 0.6641 0.3 0.3 0.5
H -5.9141 2.2687 -0.4387 0.4 -0.3 0.1
H -5.1110 2.5891 1.1571 0.0 0.0 0.0
H -7.1901 4.2518 0.6647 0.2 0.3 0.6
H -6.2933 4.4992 -0.8702 -0.8 0.0 0.1
O -3.8379 -0.4841 -3.8740 -0.2 -0.4 0.1
S -2.8497 -0.9497 -4.7764 0.8 -0.4 -0.7
O -2.1524 0.0175 -5.5598 0.2 -0.4 0.4
O -1.9027 -1.9848 -3.9846 -0.7 1.0 -0.4
C -1.5293 -3.0997 -4.8494 0.4 1.2 0.6
C -2.8203 -3.3289 -5.6041 -0.3 -1.7 0.6
O -3.3710 -2.0533 -5.8390 -0.6 0.5 0.2
H -0.6688 -2.7164 -5.3990 0.0 -0.6 -0.4
H -1.2784 -3.8522 -4.1081 0.2 -0.4 -0.5
H -3.4339 -3.9737 -4.9559 -0.4 0.7 0.2
H -2.8335 -3.9285 -6.5129 0.7 0.6 -0.4
O -1.1773 -1.9018 3.9680 -0.4 0.4 -0.2
S -1.0905 -2.9867 3.0751 0.0 -0.5 -1.7
O 0.1761 -3.5685 2.7852 0.0 -0.3 0.2
O -2.1714 -4.0559 3.4664 0.4 -0.4 1.6
C -2.5340 -4.8879 2.3853 0.2 0.2 -0.6
C -2.3363 -3.9506 1.1297 -1.1 -0.9 1.0
O -1.8027 -2.7290 1.6212 0.4 0.5 0.7
H -1.9384 -5.7996 2.3160 0.3 0.2 0.2
H -3.5582 -5.1729 2.6120 -0.1 0.1 -0.4
H -3.3466 -3.7644 0.7778 0.2 0.4 -0.6
H -1.7078 -4.4216 0.3839 0.2 0.2 -0.1
O 0.4847 5.1436 4.4546 0.3 -1.0 2.6
C 0.5698 5.4061 3.3189 -1.7 -0.2 -2.1
C 0.7632 4.4799 2.1200 1.6 0.9 0.3
C 0.6991 5.4324 0.9339 0.7 -0.4 -1.1
C 0.7416 6.8313 1.5446 0.6 -0.5 0.1
O 0.3457 6.6662 2.9103 -0.2 1.0 -0.6
H 1.7979 4.1532 2.2831 -0.1 -0.3 -0.3
H 0.1659 3.5789 2.0707 -0.4 0.2 0.3
H 1.5734 5.3380 0.2825 0.1 -0.2 0.2
H -0.1180 5.2430 0.2376 -0.5 0.2 0.5
H 1.7700 7.1950 1.6150 0.0 0.1 -0.4
H 0.1601 7.5425 0.9655 -0.4 0.2 0.6
O 2.8121 1.8720 1.1526 -0.6 0.9 0.6
C 3.4763 1.0279 0.6431 0.1 0.0 -0.7
C 4.3728 1.1610 -0.5606 -0.7 -0.5 -0.5
C 4.5328 -0.3139 -1.0011 1.8 0.6 0.5
C 4.4533 -1.0127 0.3598 -0.5 0.4 -0.6
O 3.4550 -0.2377 1.0635 0.1 -0.9 0.5
H 3.8745 1.7833 -1.2997 0.1 0.1 0.1
H 5.2875 1.6673 -0.2504 0.2 -0.3 -0.1
H 3.8222 -0.6840 -1.7319 -0.3 0.2 0.2
H 5.5383 -0.4331 -1.4100 -0.1 -0.3 -0.2
H 4.1257 -2.0450 0.2941 -0.1 0.0 0.2
H 5.3818 -0.9123 0.9204 0.1 -0.2 0.0
```
Positions in Å, forces in eV/Å.

As for the SMILES: O=[N+]([O-])c1ccccc1.O=[N+]([O-])c1ccccc1.O=[N+]([O-])c1ccccc1.O=[N+]([O-])c1ccccc1.O=S1(=O)OCCO1.O=S1(=O)OCCO1.O=S1(=O)OCCO1.O=C1CCCO1.O=C1CCCO1. The value obtained for the HOMO-LUMO gap is 0.3130 hartree. The energy relative to the best compared isomer or geometry (same formula, charge and spin) comes out at 0.00 kcal per mole. The largest force on an atom is 0.0544 Eh/bohr.

> Among the records above, which one has the lowest HOMO-LUMO gap?

C38H44N3O9PPt